--- one ---
Entry from OMol25: 2 unconnected molecules or ions with the total composition C4H11N2 (wB97M-V/def2-TZVPD).

Summary:
Total charge: +1
Orbital gap (spin up / spin down): 8.02 / 8.69 eV
HOMO energy (spin up / spin down): -13.5817 / -13.4020 eV

Structure (XYZ):
```
17
C4H11N2 | OMol25 | wB97M-V/def2-TZVPD
C -1.211 0.041 -0.055
C -2.057 0.234 1.126
C 1.574 -0.006 1.212
C 1.734 -0.236 -1.328
N -1.586 0.098 -1.232
N 1.171 0.382 -0.137
H -2.991 -0.290 0.913
H -2.215 1.368 1.183
H -1.705 -0.035 2.162
H 1.760 -1.144 1.326
H 0.677 0.457 1.876
H 2.566 0.449 1.486
H 1.195 0.139 -2.311
H 1.777 -1.365 -1.266
H 2.907 -0.073 -1.414
H -2.628 0.101 -1.535
H -0.969 -0.120 -2.005
```

***

--- two ---
Entry from OMol25: a molecular structure, C4H11N2 (wB97M-V/def2-TZVPD).

Summary:
Total charge: +1
Orbital gap: 11.06 eV
HOMO energy: -14.4017 eV

Structure (XYZ):
```
17
C4H11N2 | OMol25 | wB97M-V/def2-TZVPD
C -0.194 0.950 0.726
C -1.164 0.006 -1.251
C 0.984 0.354 0.028
C 1.659 -0.778 0.667
N 0.108 -0.380 -1.444
N -1.451 0.176 0.365
H -0.154 0.769 1.753
H -0.253 2.064 0.470
H -1.520 1.118 -1.495
H -1.737 -0.672 -1.810
H 1.564 0.997 -0.539
H 0.978 -1.309 1.225
H 2.330 -0.525 1.558
H 2.341 -1.371 -0.060
H 0.456 -1.294 -1.375
H -1.694 -0.784 0.644
H -2.255 0.679 0.539
```

***

--- three ---
Entry from OMol25: a gas-phase ion, C4H11N2 (charge +1) (wB97M-V/def2-TZVPD).

Summary:
Total charge: +1
Orbital gap: 11.75 eV
HOMO energy: -14.5663 eV
SMILES string: CN1C[N+]1(C)C

Structure (XYZ):
```
17
C4H11N2 | OMol25 | wB97M-V/def2-TZVPD
C 1.954 0.204 -0.776
N 0.788 -0.556 -0.437
C 0.555 -1.211 0.811
N -0.386 -0.187 0.061
C -1.512 -0.735 -0.660
C -0.736 1.071 0.888
H 2.696 -0.522 -0.983
H 1.791 0.755 -1.685
H 2.216 1.029 -0.104
H 0.254 -2.316 0.890
H 1.092 -0.754 1.638
H -1.248 -1.777 -0.898
H -2.296 -0.563 0.066
H -1.728 -0.179 -1.634
H 0.174 1.440 1.392
H -1.305 1.852 0.311
H -1.425 0.777 1.634
```

***

Energy ordering: two at the bottom, the next structure 0.0218 hartree above.

***

--- one ---
Entry from OMol25: a gas-phase ion, C4H11N2 (charge +1) (wB97M-V/def2-TZVPD).

Summary:
Total charge: +1
Orbital gap (spin up / spin down): 8.18 / 9.88 eV
HOMO energy (spin up / spin down): -15.0114 / -15.3649 eV
SMILES string: CC/[N+](C)=N\C

Structure (XYZ):
```
17
C4H11N2 | OMol25 | wB97M-V/def2-TZVPD
C 0.131 -1.580 1.579
C -0.574 -0.410 0.654
N 0.397 0.141 -0.174
C 1.572 -0.389 -0.683
N 0.022 1.491 -1.246
C -1.245 1.973 -1.083
H 0.641 -2.307 1.012
H 0.768 -1.048 2.312
H -0.662 -2.090 1.973
H -1.073 0.215 1.396
H -1.284 -1.015 0.155
H 2.383 0.478 -1.050
H 1.295 -1.024 -1.618
H 2.020 -0.953 0.103
H -1.682 1.640 -0.112
H -1.595 1.801 -2.048
H -1.114 3.077 -1.172
```

***

--- two ---
Entry from OMol25: a gas-phase ion, C4H11N2 (charge +1) (wB97M-V/def2-TZVPD).

Summary:
Total charge: +1
Orbital gap: 8.67 eV
HOMO energy: -12.5646 eV

Structure (XYZ):
```
17
C4H11N2 | OMol25 | wB97M-V/def2-TZVPD
C -1.705 -1.230 0.298
C 0.778 0.073 -0.619
C 1.283 1.074 0.372
C -1.583 0.960 -0.503
N -0.921 -0.275 -0.134
N 1.486 -1.235 -0.336
H -2.773 -1.092 0.319
H -1.296 -2.175 0.622
H 0.782 2.029 0.254
H 2.334 1.241 0.130
H 1.216 0.756 1.418
H -2.648 0.812 -0.680
H -1.472 1.682 0.309
H -1.112 1.371 -1.394
H 1.006 -2.007 -0.810
H 1.611 -1.453 0.668
H 2.413 -1.130 -0.765
```

***

--- three ---
Entry from OMol25: 2 unconnected molecules or ions with the total composition C4H11N2 (wB97M-V/def2-TZVPD).

Summary:
Total charge: +1
Orbital gap: 9.73 eV
HOMO energy: -13.2898 eV

Structure (XYZ):
```
17
C4H11N2 | OMol25 | wB97M-V/def2-TZVPD
C -2.166 -0.431 -0.144
C -2.147 -1.070 1.048
H -2.043 -0.913 -1.117
H -2.146 0.693 -0.132
H -1.829 -2.090 1.194
H -2.323 -0.491 1.981
C 1.470 0.651 0.507
C 1.331 0.088 -0.729
N 0.402 0.754 -1.696
N 2.147 0.004 1.540
H 1.105 1.665 0.722
H 1.686 -0.859 -0.996
H -0.226 0.102 -2.116
H -0.167 1.444 -1.216
H 0.909 1.268 -2.478
H 2.442 -0.959 1.284
H 1.555 0.142 2.347
```

***

--- four ---
Entry from OMol25: a gas-phase ion, C4H11N2 (charge +1) (wB97M-V/def2-TZVPD).

Summary:
Total charge: +1
Orbital gap: 11.47 eV
HOMO energy: -15.3065 eV
SMILES string: CCC/[NH+]=C/N

Structure (XYZ):
```
17
C4H11N2 | OMol25 | wB97M-V/def2-TZVPD
C -0.143 -2.034 -0.986
C 1.140 -1.252 -0.955
C 1.224 -0.261 0.178
N 0.176 0.787 0.011
C -0.550 1.262 0.994
N -1.779 1.706 0.827
H -1.027 -1.556 -0.547
H -0.447 -2.435 -1.945
H -0.105 -2.897 -0.320
H 1.350 -0.711 -1.875
H 2.018 -1.900 -0.864
H 2.180 0.232 0.339
H 1.091 -0.718 1.160
H -0.402 0.625 -0.808
H -0.158 1.180 2.003
H -2.242 2.163 1.600
H -2.218 1.843 -0.073
```

***

Energy ordering: four at the bottom, the next structure 0.0842 hartree above.

***

--- one ---
Entry from OMol25: 2 unconnected molecules or ions with the total composition C4H11N2 (wB97M-V/def2-TZVPD).

Summary:
Total charge: +1
Orbital gap: 10.13 eV
HOMO energy: -14.2889 eV

Structure (XYZ):
```
17
C4H11N2 | OMol25 | wB97M-V/def2-TZVPD
C 3.672 -2.011 -0.771
C -2.369 1.053 1.320
C -1.756 1.363 -0.084
C -0.405 0.806 -0.592
N 2.461 -1.914 -0.422
N 0.265 -0.198 -0.145
H 4.178 -2.773 -1.365
H 4.277 -1.095 -0.477
H -2.029 -0.010 1.648
H -3.473 1.086 1.595
H -2.069 1.756 2.030
H -1.794 2.419 -0.316
H -2.341 1.009 -0.910
H -0.172 1.473 -1.480
H 1.124 -0.693 -0.647
H 1.808 -2.773 -0.590
H 0.025 -0.645 0.718
```

***

--- two ---
Entry from OMol25: 2 unconnected molecules or ions with the total composition C4H11N2 (wB97M-V/def2-TZVPD).

Summary:
Total charge: +1
Orbital gap: 10.30 eV
HOMO energy: -13.6165 eV

Structure (XYZ):
```
17
C4H11N2 | OMol25 | wB97M-V/def2-TZVPD
C -0.830 -2.649 0.560
C 0.252 -2.745 1.307
C 0.132 1.529 0.564
C -0.102 0.977 -1.814
N 0.847 2.618 0.416
N -0.305 0.768 -0.396
H -1.680 -2.056 0.859
H -0.929 -3.193 -0.363
H 1.086 -3.361 1.017
H 0.351 -2.237 2.254
H -0.114 1.238 1.579
H -0.181 0.020 -2.326
H -0.862 1.648 -2.217
H 0.885 1.389 -2.022
H 1.126 2.970 -0.490
H 1.169 3.140 1.218
H -0.846 -0.055 -0.144
```

***

Energy ordering: two at the bottom, the next structure 0.0567 hartree above.

***

--- one ---
Entry from OMol25: a molecular structure, C4H11N2 (wB97M-V/def2-TZVPD).

Summary:
Total charge: +1
Orbital gap: 11.21 eV
HOMO energy: -14.0730 eV

Structure (XYZ):
```
17
C4H11N2 | OMol25 | wB97M-V/def2-TZVPD
C -0.127 -1.783 -0.110
C 1.113 -0.848 -0.128
C -0.988 -0.075 -0.268
C 1.128 1.700 -0.139
N -2.038 0.391 0.494
N 0.365 0.385 0.284
H -0.363 -2.400 -0.993
H -0.274 -2.228 0.854
H 1.948 -1.215 0.579
H 1.485 -0.705 -1.116
H -1.128 0.049 -1.366
H 1.135 2.057 -1.183
H 0.598 2.410 0.586
H 2.201 1.571 0.238
H -2.336 -0.349 1.190
H -2.915 0.381 -0.146
H 0.196 0.660 1.225
```

***

--- two ---
Entry from OMol25: a gas-phase ion, C4H11N2 (charge +1) (wB97M-V/def2-TZVPD).

Summary:
Total charge: +1
Orbital gap: 11.28 eV
HOMO energy: -15.2644 eV
SMILES string: CCCNC=[NH2+]

Structure (XYZ):
```
17
C4H11N2 | OMol25 | wB97M-V/def2-TZVPD
C 1.947 -1.196 0.704
C 1.602 -0.357 -0.459
C 0.718 0.847 -0.115
N -0.713 0.455 0.202
C -1.787 0.459 -0.502
N -3.049 0.205 -0.043
H 0.869 -1.480 0.929
H 2.478 -0.661 1.517
H 2.450 -2.084 0.296
H 0.808 -0.768 -1.097
H 2.358 -0.118 -1.122
H 0.734 1.623 -0.915
H 1.126 1.465 0.790
H -0.918 0.006 1.042
H -1.713 0.572 -1.616
H -3.831 0.697 -0.577
H -3.077 0.333 0.967
```

***

--- three ---
Entry from OMol25: a gas-phase ion, C4H11N2 (charge +1) (wB97M-V/def2-TZVPD).

Summary:
Total charge: +1
Orbital gap: 11.39 eV
HOMO energy: -14.5517 eV
SMILES string: C[NH2+][C@@H]1N[C@H]1C

Structure (XYZ):
```
17
C4H11N2 | OMol25 | wB97M-V/def2-TZVPD
C -1.815 -0.878 0.949
N -1.170 -1.108 -0.404
C 0.231 -0.257 -0.894
N 1.301 -0.928 -0.280
C 1.019 0.441 0.103
C 1.860 1.593 -0.409
H -1.138 -1.018 1.851
H -2.284 0.110 1.106
H -2.705 -1.505 1.044
H -1.857 -0.805 -1.095
H -1.068 -2.139 -0.466
H 0.202 0.112 -1.942
H 2.165 -1.214 -0.648
H 0.538 0.581 1.060
H 1.728 1.954 -1.424
H 2.935 1.267 -0.323
H 1.698 2.496 0.048
```

***

Energy ordering: two at the bottom, the next structure 0.0487 hartree above.